1.
C56H118N9O36 | ωB97M-V/def2-TZVPD

XYZ file:
```
219
Properties=species:S:1:pos:R:3
C 12.67099 18.22859 8.52095
N 12.16584 18.08737 9.87960
C 12.25598 19.11908 10.76216
C 11.95199 18.88775 12.08253
C 11.57381 17.63307 12.48883
C 11.39464 16.58139 11.55378
C 11.67681 16.87126 10.25084
C 11.57389 17.38534 13.96001
C 11.26041 18.42541 14.83298
C 11.62632 18.26966 16.18177
N 11.86698 17.01651 16.60405
C 12.05525 16.00283 15.75751
C 12.07484 16.16828 14.41381
C 12.36236 16.91128 17.97582
H 11.89984 17.75755 7.88571
H 13.62707 17.70330 8.52811
H 12.83288 19.28177 8.26529
H 12.54230 20.09886 10.39044
H 11.97672 19.66387 12.81020
H 10.88975 15.67294 11.86080
H 11.52833 16.20644 9.44313
H 10.95705 19.38760 14.48767
H 11.49143 19.05258 16.88220
H 12.33437 15.03077 16.20159
H 12.47944 15.37897 13.74837
H 12.55402 15.85003 18.22564
H 11.62360 17.25039 18.73303
H 13.29728 17.47188 18.03594
C 9.41902 28.74207 13.16906
C 9.09020 27.48909 13.97869
O 8.75840 26.43779 13.46179
N 9.43163 27.45695 15.28076
H 9.07211 21.82997 15.20974
H 9.19700 26.54380 15.75055
C 9.09619 28.47786 16.24026
H 10.13303 28.32942 12.44932
H 9.81361 29.63257 13.62748
H 8.45199 28.97367 12.71724
H 8.15391 28.18096 16.65840
H 8.83901 29.38489 15.67233
H 9.85953 28.62151 17.00176
C 18.21084 23.63383 4.75085
C 17.16681 22.70146 4.36988
O 17.38427 21.54529 4.01185
N 15.89315 23.17272 4.52396
H 15.28337 22.43200 4.29429
H 20.12983 29.73558 10.47769
C 15.55047 24.55305 4.29972
H 17.83506 24.16708 5.63960
H 18.44600 24.18693 3.82466
H 19.09510 23.06343 5.03845
H 15.20493 24.65073 3.30091
H 16.26372 25.22759 4.60993
H 14.58797 24.65561 4.81100
C 17.30576 34.26464 15.86431
O 17.55839 33.19503 15.06038
C 17.79997 31.97182 15.75355
C 18.14820 30.92300 14.74966
N 17.14813 30.58233 13.82422
H 16.87250 31.46255 13.29625
H 17.64521 29.99662 12.98946
C 15.96293 29.80073 14.32422
C 14.79576 29.97691 13.43492
O 14.20826 31.23473 13.61096
C 13.34044 31.37222 14.74527
H 16.92552 35.00009 15.17672
H 18.11945 34.48998 16.47810
H 16.58234 34.02535 16.66313
H 16.92973 31.78917 16.44224
H 18.71204 31.97896 16.39528
H 18.43042 30.01924 15.34530
H 19.08352 31.13473 14.19971
H 15.64586 30.11037 15.32577
H 16.35644 28.77711 14.34611
H 14.17690 29.09782 13.64486
H 15.08157 30.00922 12.39091
H 12.84643 30.46902 15.16437
H 12.50731 31.97833 14.32147
H 13.84192 31.86409 15.53015
C 25.01838 19.65872 19.55287
O 24.44206 19.69614 18.27315
C 25.28598 19.93389 17.17679
C 24.44372 19.93789 15.88253
N 23.20393 20.74456 16.05839
H 22.45333 20.47888 15.38664
H 22.72606 20.46493 16.90856
C 23.32538 22.28439 15.90460
C 22.38322 22.93016 16.81078
O 21.04203 22.64926 16.43446
C 20.12812 23.46165 17.12246
H 25.69848 18.80262 19.59580
H 24.18376 19.36249 20.18206
H 25.39267 20.63941 19.82769
H 26.06265 19.15857 17.07836
H 25.77729 20.86904 17.28343
H 24.17534 18.89543 15.63349
H 24.98182 20.39593 15.07042
H 23.26792 22.40485 14.83172
H 24.36429 22.52305 16.24707
H 22.62125 24.03613 16.72342
H 22.58337 22.55923 17.82877
H 20.39944 24.48706 16.90500
H 20.06266 23.30431 18.22721
H 19.15291 23.32344 16.68989
C 22.98390 27.11808 11.15919
O 21.96467 26.09934 11.40454
C 21.22596 25.87422 10.19890
C 19.97083 25.13834 10.63461
N 20.27019 24.04968 11.63759
H 20.71920 24.53207 12.42218
H 19.45001 23.53667 11.96942
C 21.22270 22.94636 11.22999
C 20.55906 22.17894 10.02133
O 19.16198 22.24698 10.20996
C 18.46301 21.17793 9.61472
H 22.56008 27.93462 10.55371
H 23.80107 26.64583 10.60497
H 23.37435 27.51113 12.11371
H 21.79478 25.35338 9.47320
H 20.89740 26.81282 9.84047
H 19.28183 24.73259 9.90249
H 19.48660 25.91559 11.23313
H 21.28831 22.21148 12.03765
H 22.18990 23.39731 11.03474
H 20.84656 21.11186 10.18007
H 20.83510 22.48921 9.00250
H 18.89553 20.20098 9.78458
H 18.33255 21.36049 8.58025
H 17.46602 21.05737 10.00973
C 17.90423 20.85424 13.81250
O 17.49245 22.02065 14.53093
C 16.77713 22.97342 13.80272
C 15.28484 22.56434 13.55335
N 14.66112 22.21352 14.85798
H 15.30111 21.56604 15.32860
H 14.96390 23.74294 15.87681
C 13.32034 21.63367 14.72435
C 12.20445 22.36887 15.32333
O 11.03384 22.14002 14.50243
C 10.75090 23.15149 13.54214
H 17.00483 20.47928 13.21297
H 18.06793 20.09135 14.50646
H 18.77755 21.07219 13.22004
H 17.21977 23.13971 12.85944
H 16.79550 23.88348 14.40157
H 15.35145 21.63340 12.91245
H 14.63281 23.34298 13.01574
H 13.24317 20.55392 14.96256
H 13.05394 21.73862 13.66587
H 12.48008 23.43703 15.31111
H 11.93424 22.16027 16.38004
H 10.29922 24.04813 14.01339
H 9.98020 22.84158 12.87935
H 11.54007 23.46197 12.88978
C 19.51998 19.92310 20.44175
O 18.92696 19.23463 19.34360
C 19.11489 19.89328 18.10058
C 18.01187 20.89925 17.89668
N 16.66851 20.34242 17.81617
H 16.54966 19.25253 16.16499
H 16.64033 19.65145 18.54745
C 15.72890 21.42096 17.94897
C 15.38305 22.00829 19.30939
O 16.40611 22.80909 19.78035
C 16.54930 24.08087 19.17108
H 20.50355 20.39012 20.10089
H 19.73132 19.32297 21.32654
H 18.89024 20.76546 20.65018
H 19.10976 19.19400 17.29223
H 20.13556 20.41957 18.17730
H 18.20126 21.37334 16.93075
H 18.14168 21.72496 18.55575
H 14.83538 20.90524 17.60763
H 16.10112 22.22893 17.25717
H 15.42997 21.16924 20.02884
H 14.36096 22.41768 19.34857
H 17.18905 24.17946 18.31304
H 16.91034 24.83544 19.88371
H 15.52023 24.38348 18.85132
O 14.74284 26.74767 16.49649
C 14.37142 25.45574 16.35208
O 15.35964 24.65590 16.12817
O 13.24583 25.03643 16.32517
H 15.62389 27.06745 16.71589
O 18.57371 27.73985 12.03320
C 18.91363 28.83276 11.54102
O 18.42468 29.96160 11.71673
O 20.01905 28.79366 10.66521
H 18.66381 26.12123 14.62245
O 14.85388 17.76897 14.27940
C 15.23334 18.25330 15.41701
O 16.54693 18.57844 15.51879
O 14.48947 18.36771 16.31839
H 15.45888 17.90424 13.43580
O 20.75376 26.38949 15.62496
C 20.47972 25.49192 14.68729
O 21.29233 24.66465 14.36525
O 19.25118 25.38491 14.22507
H 19.81957 26.93108 15.81693
O 19.14390 26.98609 17.85220
C 18.05431 27.28533 17.04732
O 18.35938 27.52412 15.86266
O 16.94033 27.32515 17.62496
H 18.84830 26.89268 18.77191
O 7.44890 22.89500 13.94113
C 7.20863 22.24312 15.08933
O 8.22660 21.59527 15.66232
O 6.15576 22.24476 15.61219
H 6.66694 23.35504 13.59285
O 16.24315 18.07548 12.13138
C 15.28583 18.10084 11.00356
O 15.41768 17.34790 10.05400
O 14.39249 19.00629 11.15829
H 17.02929 17.60101 11.84038
O 22.60840 18.14183 13.83636
C 21.89395 19.15437 13.19148
O 22.19142 20.43696 13.51087
O 21.01334 18.93791 12.39322
H 22.12287 17.34272 13.57227
```

Total charge = +1
Spin multiplicity = 1
Orbital gap = 5.66 eV
E = -5405.73057 Eh

=====

2.
C56H121N11O12 | ωB97M-V/def2-TZVPD

XYZ file:
```
200
Properties=species:S:1:pos:R:3
C 0.11733 -0.53262 -0.78440
C 0.89100 -1.42472 -0.07263
C 0.77606 -1.14285 1.24289
N -0.17736 -0.13354 1.42408
C -0.59884 0.23291 0.17589
H 0.00854 -0.40618 -1.85144
H 1.61381 -2.10806 -0.49335
H 1.22332 -1.58189 2.12244
H -0.47766 0.23762 2.31411
H -1.32116 1.03202 0.09793
C 4.36597 -2.07880 4.64472
C 5.46412 -1.68115 5.35335
C 5.99414 -0.54101 4.66379
N 5.05364 -0.16325 3.72340
C 4.05588 -1.10494 3.71506
H 3.87839 -3.01927 4.85491
H 5.99890 -2.19597 6.13780
H 6.93558 -0.01219 4.68485
H 5.09080 0.66089 3.14073
H 3.22291 -0.98893 3.03749
C 1.09137 3.63832 4.12144
O 0.37720 2.55610 4.62563
C 1.06334 1.28658 4.48201
C -0.04678 0.19826 4.77325
N -1.21671 0.43895 3.94908
C -2.33292 -0.41465 4.36585
C -3.59937 0.14907 3.75044
O -3.84034 1.43320 4.33469
C -5.08417 1.95793 3.88258
H 2.05815 3.68499 4.62269
H 0.62937 4.60476 4.32304
H 1.21688 3.68244 3.03959
H 1.97232 1.18294 5.07456
H 1.37439 1.22079 3.43941
H -0.31552 0.19002 5.82957
H 0.47848 -0.72982 4.54770
H -1.55128 1.38884 4.02577
H -2.48385 -0.47853 5.44346
H -2.16794 -1.45503 4.08569
H -4.42114 -0.50959 4.03143
H -3.44545 0.36506 2.69319
H -5.17212 2.29925 2.85114
H -5.16637 2.86506 4.48129
H -5.92985 1.31826 4.13511
C -7.78164 0.97063 -7.42182
O -6.76081 1.22376 -6.42378
C -7.21897 1.74993 -5.24276
C -5.99913 2.07934 -4.30790
N -5.12330 0.88966 -4.13276
C -3.91051 1.24986 -3.36407
C -3.02019 0.04561 -3.00338
O -2.90693 -0.77133 -4.13773
C -2.28564 -2.05953 -3.96501
H -7.34499 0.48971 -8.29712
H -8.46667 1.78618 -7.65357
H -8.37225 0.11689 -7.08956
H -7.89128 1.03428 -4.76954
H -7.74200 2.67554 -5.48316
H -6.36329 2.26343 -3.29716
H -5.44239 2.89528 -4.76877
H -4.92625 0.50309 -5.04481
H -4.17860 1.80430 -2.46472
H -3.27408 1.93036 -3.92974
H -3.47519 -0.47542 -2.16100
H -2.04095 0.36957 -2.65092
H -2.92045 -2.71638 -3.37031
H -1.29318 -2.04142 -3.51468
H -2.14429 -2.57171 -4.91674
C -2.37112 3.62404 2.19154
O -2.82520 4.93572 1.92078
C -2.12755 5.99266 2.64408
C -2.64783 7.36052 2.18613
N -2.21600 7.67914 0.84775
C -2.71738 8.97370 0.36894
C -4.20353 8.93923 0.03984
O -4.43481 7.99292 -0.99296
C -5.73133 7.97425 -1.46121
H -1.30806 3.59967 1.95191
H -2.99243 2.92184 1.63566
H -2.44101 3.28730 3.22587
H -1.04896 5.84191 2.59917
H -2.36181 5.94810 3.70768
H -2.29272 8.11700 2.88593
H -3.70864 7.24443 2.40814
H -2.65124 6.98709 0.25467
H -2.24218 9.17617 -0.59090
H -2.50972 9.79779 1.05148
H -4.46122 9.96100 -0.23886
H -4.85336 8.66518 0.87093
H -6.10423 8.89096 -1.91803
H -6.48529 7.58986 -0.77427
H -5.89298 7.26550 -2.27340
C -4.31493 1.68723 -8.84430
O -2.99594 1.44038 -8.28966
C -2.88933 0.19790 -7.68594
C -1.54244 0.01549 -7.01636
N -1.31738 0.83212 -5.82293
C 0.05023 0.60902 -5.32093
C 0.54074 1.76740 -4.49549
O 1.85371 1.45752 -4.02416
C 2.53769 2.49462 -3.36601
H -4.32761 2.73018 -9.16082
H -5.04050 1.63571 -8.03252
H -4.53361 1.10402 -9.73881
H -2.97550 -0.60425 -8.41890
H -3.68044 0.09837 -6.94275
H -0.75875 0.07702 -7.77143
H -1.37141 -1.01691 -6.71140
H -1.95808 0.34611 -5.21187
H 0.71824 0.40003 -6.15651
H 0.11976 -0.28272 -4.69799
H -0.12519 2.14538 -3.71975
H 0.52910 2.62145 -5.17267
H 1.87845 2.97424 -2.64250
H 3.03984 3.24643 -3.97489
H 3.36979 2.01971 -2.84624
C -0.63594 -4.13798 2.64053
O 0.16241 -4.10490 3.78845
C -0.47956 -4.67286 4.94092
C 0.12813 -4.08083 6.21162
N 1.62156 -4.26298 6.19402
C 2.03516 -5.61125 6.61495
C 3.51564 -5.73552 6.61748
O 3.99340 -5.34003 5.32476
C 5.41460 -5.23019 5.25376
H -0.90647 -5.15896 2.37123
H 0.03574 -3.79235 1.85473
H -1.54057 -3.53203 2.69111
H -0.36243 -5.75620 4.91356
H -1.55538 -4.50034 4.91006
H -0.34583 -4.52240 7.08824
H -0.14215 -3.02486 6.21209
H 2.02468 -3.90921 5.33819
H 1.61670 -6.35844 5.94063
H 1.64585 -5.69429 7.62966
H 3.77999 -6.78662 6.73319
H 4.01106 -5.22611 7.44402
H 5.94126 -6.16879 5.42624
H 5.75365 -4.41085 5.88766
H 5.73501 -4.83345 4.29041
C 5.49853 -1.07748 -1.85334
O 5.24291 0.16239 -1.24993
C 3.94897 0.05799 -0.61057
C 3.66285 1.31684 0.22613
N 4.69036 1.64107 1.22438
C 4.94633 3.04849 1.47112
C 6.03065 3.12522 2.53869
O 7.32151 2.95696 1.83835
C 8.51908 2.81619 2.63489
H 6.56010 -1.05252 -2.09942
H 4.83610 -1.22342 -2.70657
H 5.45393 -2.00523 -1.28292
H 3.90910 -0.78582 0.07827
H 3.16427 -0.06123 -1.35766
H 2.69934 1.18446 0.71830
H 3.38003 2.17132 -0.38867
H 5.54401 1.17513 0.95182
H 4.04399 3.48345 1.90088
H 5.31276 3.61664 0.61611
H 5.98332 2.29636 3.24499
H 6.02278 4.04467 3.12404
H 9.40318 2.77121 1.99894
H 8.50030 1.92055 3.25583
H 8.62549 3.73140 3.21727
C -2.97087 -2.24399 0.57645
C -3.53449 -3.28292 -0.40571
C -2.51798 -4.38748 -0.54040
C -2.93441 -5.70325 -1.12854
N -3.25625 -6.71046 -1.64166
H -3.38955 -1.27614 0.30067
H -1.88888 -2.11750 0.53883
H -3.25066 -2.45694 1.60819
H -3.67348 -2.77268 -1.35883
H -4.54227 -3.56630 -0.10209
H -1.95630 -4.48171 0.38897
H -1.83094 -3.96011 -1.27076
C 3.65409 -4.58752 2.15263
C 3.61005 -4.00736 0.74877
C 2.55968 -4.60342 -0.09950
C 2.78729 -6.06679 -0.45801
N 2.98266 -7.14886 -0.78557
H 4.26891 -3.93605 2.77366
H 3.87245 -5.65297 2.22499
H 2.69003 -4.53095 2.65808
H 4.58634 -4.18095 0.29620
H 3.43714 -2.93169 0.78247
H 2.33585 -4.03472 -1.00205
H 1.67856 -4.54876 0.53983
C 2.72229 -3.24096 -4.04298
C 1.96694 -3.08637 -5.38010
C 2.81640 -3.71223 -6.54053
C 3.15846 -5.14756 -6.49137
N 3.44983 -6.28026 -6.46223
H 3.68007 -2.73338 -3.92845
H 3.00173 -4.23891 -3.70517
H 2.08364 -2.83243 -3.25982
H 1.78413 -2.03944 -5.62220
H 0.98432 -3.49168 -5.13870
H 3.70224 -3.09005 -6.66810
H 2.28780 -3.50585 -7.47117
```

Spin multiplicity = 1
SMILES string = c1cc[nH]c1.c1cc[nH]c1.COCCNCCOC.COCCNCCOC.COCCNCCOC.COCCNCCOC.COCCNCCOC.COCCNCCOC.CCCC#N.CCCC#N.CCCC#N
Orbital gap = 8.30 eV
E = -3711.08512 Eh